[1]
The following is a quantum chemistry calculation of a structure of composition C24H39MnN5O3P2, from OMol25.

XYZ file:
```
74
Properties=species:S:1:pos:R:3
Mn 0.622 0.073 -0.557
P 1.111 0.082 2.110
P 3.131 0.022 -0.578
O -0.318 -0.929 -2.464
O 1.968 -2.971 0.799
O -1.337 0.014 0.111
N 0.726 -1.975 -0.820
N 0.943 -4.304 -0.740
N -2.953 -1.501 0.521
N -3.353 0.246 -0.948
N -2.862 7.711 0.309
C -0.283 -3.326 -2.530
C 0.017 -2.036 -1.979
C 0.204 -4.403 -1.879
C 1.551 -5.481 -0.130
C -0.801 4.936 0.837
C 4.093 1.410 -1.296
C -2.820 1.245 -1.857
C -0.057 3.810 0.554
C 3.722 0.034 1.172
C 0.865 2.118 -1.032
C -0.799 3.867 -1.725
C 2.799 0.841 2.094
C 0.143 1.247 3.158
C -4.784 0.339 -0.692
C 4.039 -1.401 -1.274
C -1.534 5.006 -1.460
C -2.510 -0.386 -0.104
C 1.385 -1.281 3.303
C 1.250 -3.054 -0.193
C -0.035 3.251 -0.730
C -1.542 5.549 -0.176
C -2.280 6.743 0.096
C -2.192 -2.044 1.631
C -3.957 -2.387 -0.049
H 1.846 2.385 -0.646
H 3.199 0.868 3.109
H -1.556 -1.269 2.050
H 4.731 0.451 1.172
H -2.741 2.221 -1.377
H 3.789 1.581 -2.330
H -0.860 -3.416 -3.437
H 5.103 -1.258 -1.089
H -0.543 0.673 3.780
H 2.574 -5.611 -0.483
H -5.368 -0.077 -1.515
H 2.708 1.869 1.729
H 3.707 -2.316 -0.790
H 0.546 3.354 1.330
H -1.558 -2.878 1.314
H 0.032 -5.411 -2.233
H 3.778 -1.005 1.500
H -4.869 -2.405 0.550
H 3.945 2.331 -0.733
H -0.811 5.357 1.833
H 5.150 1.149 -1.271
H -0.800 3.457 -2.729
H -3.551 -3.399 -0.082
H -0.445 1.914 2.530
H -2.882 -2.401 2.396
H -5.041 -0.177 0.228
H 1.575 -5.353 0.948
H 0.802 1.828 3.803
H 2.097 -1.991 2.892
H -4.196 -2.084 -1.064
H -1.840 0.934 -2.210
H 0.970 -6.365 -0.383
H 3.864 -1.474 -2.348
H -3.490 1.319 -2.713
H -5.057 1.390 -0.574
H -2.100 5.490 -2.244
H 1.753 -0.880 4.249
H 0.446 -1.810 3.470
H 0.940 1.943 -2.113
```

Computed properties:
**Molar mass**: 562.49 g mol⁻¹
**Total charge**: +1
**⟨S²⟩**: 6.306
**Spin multiplicity**: 5
**LUMO (alpha / beta)**: -4.13 / -2.28 eV
**Orbital gap (alpha / beta)**: 6.77 / 8.82 eV
**HOMO (alpha / beta)**: -0.400 / -0.408 Eh
**Energy above the lowest of the compared OMol25 structures with the same formula, charge and spin**: 9.8 kcal per mole
**Strongest force on any atom**: 0.81 eV/A

[2]
The following is a quantum chemistry calculation of a structure of composition C24H39N8NiO3PS4, from OMol25.

XYZ file:
```
80
Properties=species:S:1:pos:R:3
Ni -0.007 0.179 -0.399
S 1.143 -0.369 3.656
S -0.639 -7.311 -1.350
S 3.266 1.501 2.636
S 2.135 -0.054 0.786
P 0.816 0.141 -2.515
O 2.355 -0.302 -2.676
O 0.229 -0.774 -3.743
O 0.912 1.609 -3.171
N -2.150 0.070 -0.021
N -0.204 -2.128 -0.160
N 1.178 4.476 0.088
N -0.064 2.372 -0.042
N -1.165 4.504 -0.534
N -0.519 3.976 1.748
N -1.845 -0.667 2.144
N -0.606 -6.913 1.248
C 2.092 0.292 2.475
C 0.154 5.112 -0.735
C -0.455 -4.908 -0.037
C 1.676 1.870 -4.367
C 2.794 -1.577 -2.168
C 0.397 -2.830 0.800
C -4.872 -0.499 0.145
C -1.507 4.623 0.887
C -2.992 0.319 -1.041
C 2.944 -2.579 -3.292
C 0.787 4.594 1.495
C -2.671 -0.447 1.104
C 0.296 -4.210 0.900
C -4.339 0.058 -1.022
C 1.278 3.232 -4.881
C -1.161 -0.768 -4.071
C -1.087 -4.177 -1.035
C -1.074 3.086 -0.860
C -0.941 -2.804 -1.046
C 1.241 3.060 -0.254
C -1.543 0.407 -4.951
C -0.575 -6.393 0.011
C -4.048 -0.748 1.209
C -0.437 2.566 1.385
H -2.207 -0.986 3.024
H 1.991 2.573 0.365
H 1.849 3.473 -5.779
H 1.514 2.950 -1.302
H -2.047 2.632 -0.676
H -2.484 4.162 1.056
H -4.954 0.286 -1.880
H 1.472 1.088 -5.100
H 3.322 -3.523 -2.895
H 1.986 -2.761 -3.777
H -1.405 1.351 -4.423
H -1.569 5.682 1.148
H 0.430 5.015 -1.788
H -1.436 -2.212 -1.802
H 0.309 2.075 2.011
H -0.861 -0.428 2.116
H -1.349 -1.712 -4.582
H 0.216 3.260 -5.129
H 3.648 -2.211 -4.038
H -2.533 0.763 -1.916
H -5.928 -0.725 0.213
H -1.676 -4.681 -1.788
H 0.838 -4.720 1.686
H -1.760 -0.757 -3.157
H -0.805 2.969 -1.911
H 0.096 6.173 -0.483
H -0.685 -6.328 2.062
H -0.933 0.422 -5.855
H -0.689 -7.910 1.350
H -1.408 2.097 1.552
H 3.743 -1.390 -1.669
H -2.591 0.324 -5.246
H 1.538 4.101 2.115
H 0.737 5.650 1.764
H 2.090 -1.934 -1.412
H 1.479 3.998 -4.131
H -4.429 -1.167 2.131
H 0.982 -2.270 1.519
H 2.735 1.832 -4.114
```

Computed properties:
**Molar mass**: 705.56 g mol⁻¹
**⟨S²⟩**: 2.016
**Spin multiplicity**: 3
**LUMO (alpha / beta)**: -0.52 / -1.15 eV
**Orbital gap (alpha / beta)**: 6.94 / 6.20 eV
**HOMO (alpha / beta)**: -0.274 / -0.270 Eh
**Energy above the lowest of the compared OMol25 structures with the same formula, charge and spin**: 0.0 kcal per mole
**Strongest force on any atom**: 0.15 eV/A

[3]
The following is a quantum chemistry calculation of a structure of composition C24H40BrN4O3V, from OMol25.

XYZ file:
```
73
Properties=species:S:1:pos:R:3
Br -2.991 0.702 -1.179
V -0.032 0.269 0.555
O 1.197 -1.239 1.495
O 3.780 -0.687 -0.692
O 2.034 0.643 -0.251
N -1.017 -1.190 -0.703
N -1.228 0.865 2.030
N 3.861 0.286 -3.004
N 0.162 0.293 -3.852
C 2.596 0.864 -3.527
C -2.198 -0.996 -1.288
C -1.065 -3.476 -1.484
C 0.857 4.932 4.060
C 3.056 -0.024 2.482
C 0.817 4.466 1.585
C -0.374 -4.805 -1.576
C -0.272 2.923 3.096
C 3.358 -2.323 1.468
C -0.476 -2.417 -0.821
C 2.812 -0.286 0.030
C 1.444 -0.111 -3.304
C 2.635 -0.998 1.389
C -2.442 -1.078 2.669
C 0.392 3.744 0.491
C 0.733 4.163 -0.910
C 0.455 4.079 2.887
C -2.307 -3.240 -2.065
C -3.098 1.132 3.605
C -2.880 -1.988 -1.972
C -0.397 2.607 0.705
C -0.692 2.124 2.004
C -1.912 0.268 3.173
C -0.989 -0.008 4.375
H -0.155 1.172 -3.460
H -0.508 2.633 4.108
H -3.024 -1.591 3.435
H -3.840 -1.770 -2.417
H -0.928 2.176 -0.149
H 2.403 1.782 -2.971
H 1.329 -0.217 -2.228
H 1.151 5.168 -0.935
H 3.159 -2.792 2.433
H 1.639 5.639 3.788
H 0.188 0.391 -4.859
H 4.156 -0.493 -3.589
H 0.003 -0.335 4.043
H 4.431 -2.179 1.368
H 4.114 0.220 2.387
H -1.409 -0.796 5.002
H -3.801 1.240 2.779
H 0.148 -5.049 -0.651
H -1.087 -5.602 -1.780
H 2.702 1.119 -4.584
H 0.360 -4.804 -2.384
H 4.606 0.975 -3.052
H -3.074 -0.925 1.792
H 1.704 -1.092 -3.714
H 1.404 5.366 1.442
H 1.218 4.323 4.889
H -0.841 0.862 5.012
H -3.623 0.678 4.448
H 3.025 -2.995 0.677
H 3.793 -0.170 -1.742
H 2.477 0.900 2.426
H 0.480 -2.553 -0.333
H 0.953 -1.314 2.428
H -1.614 -1.735 2.381
H -0.148 4.146 -1.554
H 1.472 3.481 -1.340
H 0.002 5.504 4.424
H -2.775 2.128 3.910
H 2.908 -0.484 3.462
H -2.823 -4.034 -2.590
```

Computed properties:
**Molar mass**: 563.46 g mol⁻¹
**Total charge**: +1
**⟨S²⟩**: 3.761
**Spin multiplicity**: 4
**LUMO (alpha / beta)**: -2.21 / -2.41 eV
**Orbital gap (alpha / beta)**: 6.85 / 7.26 eV
**HOMO (alpha / beta)**: -0.333 / -0.355 Eh
**Energy above the lowest of the compared OMol25 structures with the same formula, charge and spin**: 0.0 kcal per mole
**Strongest force on any atom**: 0.59 eV/A

[4]
The following is a quantum chemistry calculation of a structure of composition C24H40Cl8CuMgO16S at a distorted geometry, from OMol25.

XYZ file:
```
91
Properties=species:S:1:pos:R:3
Cu -15.608 0.666 -10.002
Cl -18.747 -8.930 -11.832
Cl -10.103 -3.720 -5.846
Cl -7.936 -2.407 -8.061
Cl -18.705 -1.594 -15.299
Cl -11.980 3.709 -15.675
Cl -14.858 5.400 -16.566
Cl -17.465 -2.287 -19.244
Cl -21.076 -6.314 -11.896
S -14.136 -2.319 -12.444
Mg -12.512 -4.950 -14.537
O -9.965 -1.938 -19.984
O -11.792 -7.749 -10.934
O -10.251 3.555 -7.419
O -12.722 -2.597 -12.703
O -6.422 -5.896 -12.439
O -14.419 -0.911 -12.706
O -11.327 2.546 -9.112
O -14.453 -2.434 -11.030
O -12.010 -8.461 -8.816
O -10.613 -9.538 -10.122
O -10.287 4.602 -9.329
O -7.909 -5.074 -13.887
O -11.501 -3.172 -20.818
O -5.706 -4.308 -13.810
O -14.734 -3.339 -13.289
O -11.501 -2.780 -18.529
C -9.374 5.365 -8.597
C -17.625 -2.556 -17.518
C -18.827 -1.741 -17.058
C -10.793 -2.811 -21.925
C -10.539 -10.218 -8.902
C -7.893 4.041 -6.958
C -19.311 -6.288 -11.420
C -10.571 -2.984 -7.455
C -4.544 -4.837 -13.165
C -6.772 -5.065 -13.409
C -11.043 -2.646 -19.686
C -9.718 -1.942 -21.344
C -3.653 -3.604 -12.877
C -13.473 2.967 -16.340
C -18.423 -7.286 -12.197
C -9.031 -10.450 -8.577
C -14.676 3.773 -15.761
C -9.541 -3.056 -8.469
C -9.279 4.611 -7.283
C -10.673 3.471 -8.675
C -5.147 -5.553 -11.990
C -11.222 -9.222 -7.970
C -11.733 -2.138 -22.932
C -11.554 -8.524 -10.020
H -15.512 3.164 -16.104
H -11.131 -11.133 -8.915
H -12.138 -1.200 -22.553
H -10.512 -8.601 -7.424
H -4.008 -2.789 -12.245
H -13.404 2.882 -17.424
H -10.297 -3.647 -22.418
H -3.373 -3.051 -13.774
H -5.080 -4.973 -11.070
H -19.775 -2.240 -17.260
H -2.728 -3.977 -12.438
H -19.032 -5.248 -11.593
H -8.533 -10.753 -9.499
H -7.204 4.865 -6.772
H -9.850 -2.448 -9.320
H -18.917 -0.740 -17.480
H -11.738 -9.757 -7.173
H -8.698 -2.326 -21.322
H -19.354 -6.497 -10.351
H -13.473 1.939 -15.980
H -9.789 6.361 -8.446
H -4.547 -6.444 -11.804
H -18.548 -7.161 -13.273
H -9.637 5.313 -6.529
H -11.476 -3.491 -7.787
H -17.378 -7.011 -12.057
H -17.586 -3.631 -17.340
H -8.629 -9.509 -8.202
H -10.799 -1.929 -7.302
H -11.134 -1.853 -23.796
H -12.560 -2.808 -23.170
H -14.794 3.825 -14.678
H -8.886 -11.226 -7.825
H -8.405 5.307 -9.093
H -3.941 -5.529 -13.753
H -9.726 -0.968 -21.833
H -9.482 -4.048 -8.917
H -8.017 3.459 -6.045
H -7.462 3.318 -7.651
H -16.685 -2.163 -17.131
```

Computed properties:
**Molar mass**: 988.11 g mol⁻¹
**Total charge**: +2
**⟨S²⟩**: 0.768
**Spin multiplicity**: 2
**LUMO (alpha / beta)**: -11.17 / -11.13 eV
**Orbital gap (alpha / beta)**: 2.37 / 2.41 eV
**HOMO (alpha / beta)**: -0.498 / -0.498 Eh
**Strongest force on any atom**: 4.41 eV/A